(1)
ORCA calculation (ωB97M-V/def2-TZVPD) on 4 unconnected molecules or ions with the total composition C10H18BN3O5S.

```
38
Properties=species:S:1:pos:R:3:forces:R:3:mulliken_charge:R:1
O -2.30390 -1.56751 -0.67919 0.166 -0.004 0.165 -0.61
S -2.13562 -0.52200 -1.64655 -0.603 -0.339 -0.062 1.26
O -2.58686 -0.76786 -2.97905 0.142 0.091 -0.146 -0.71
C -2.89784 0.94403 -1.02064 0.649 0.219 0.249 -0.72
C -2.20032 1.46632 0.26317 -0.164 0.001 -0.107 -0.77
C -0.84579 0.80370 0.54755 -0.288 0.292 0.392 0.48
B -0.04033 1.56846 1.69448 0.142 0.008 -0.072 0.39
O 1.04635 0.95908 2.29858 -0.546 0.176 0.437 -0.48
O -0.38019 2.85729 2.07276 0.045 -0.268 0.217 -0.57
C -0.02129 0.71870 -0.72135 0.338 -0.084 0.346 -0.48
O -0.61588 -0.12764 -1.75243 0.088 0.266 -0.070 -0.34
H -3.93379 0.64856 -0.86449 -0.016 0.206 -0.026 0.36
H -2.79193 1.69762 -1.80152 -0.295 -0.212 -0.166 0.38
H -2.05996 2.54216 0.12866 0.111 -0.070 0.034 0.31
H -2.86325 1.34146 1.11668 0.000 -0.084 -0.084 0.47
H -1.01234 -0.20559 0.94648 0.045 -0.039 -0.245 0.15
H 0.77269 0.21050 2.84246 0.315 -0.130 -0.342 0.30
H -1.16119 2.89401 2.63815 0.059 0.229 -0.280 0.32
H 0.11280 1.71940 -1.14513 -0.124 -0.115 -0.154 0.21
H 0.96704 0.30652 -0.53194 -0.074 -0.049 -0.059 0.12
C 4.47100 -1.67319 1.03529 0.063 -0.043 0.028 -0.92
C 3.74718 -0.47426 0.63643 0.127 -0.126 0.035 0.42
N 3.19144 0.47360 0.31040 0.044 0.147 -0.219 -0.42
H 4.03910 -2.54284 0.54334 0.010 0.002 -0.005 0.27
H 5.50970 -1.57826 0.72364 -0.009 -0.045 -0.014 0.31
H 4.42264 -1.80969 2.11417 -0.037 0.043 -0.006 0.32
C 5.22733 0.87130 -2.81677 -0.044 0.021 -0.011 -0.67
C 5.86870 -0.26941 -2.17699 -0.075 0.120 -0.068 0.37
N 6.37226 -1.16815 -1.67467 0.071 -0.140 0.111 -0.43
H 5.47106 0.88541 -3.87743 0.001 -0.001 0.006 0.32
H 4.14809 0.79875 -2.69381 0.008 0.012 0.023 0.16
H 5.57377 1.79396 -2.35532 -0.014 -0.003 0.003 0.26
C -5.74464 -2.56796 1.48704 0.030 -0.048 -0.017 -0.89
C -5.06650 -1.28033 1.44916 -0.082 -0.140 -0.041 0.37
N -4.53899 -0.26496 1.40443 -0.090 0.118 0.154 -0.38
H -5.80473 -2.97605 0.47969 0.009 -0.003 0.006 0.26
H -5.18703 -3.25913 2.11614 -0.007 -0.004 -0.008 0.27
H -6.74878 -2.44595 1.88857 0.005 -0.006 -0.004 0.32
```
Positions in Å, forces in eV/Å.

For the LUMO energy, the calculation gives 0.311 eV. The highest occupied orbital energy comes out at -10.3 eV.



(2)
ORCA calculation (ωB97M-V/def2-TZVPD) on a molecular structure, C54H40FN6O8Ti at a distorted geometry.

```
110
Properties=species:S:1:pos:R:3:forces:R:3:mulliken_charge:R:1
Ti -0.54855 0.24096 -0.21954 -0.486 -0.384 0.092 -0.24
C 2.26783 -0.28289 -8.99420 -0.044 -0.013 -0.069 -0.83
O 3.28886 -0.30335 -8.01755 0.071 0.006 0.017 -0.47
C 2.91266 -0.32607 -6.71277 -0.071 -0.014 0.069 0.94
C 1.59143 -0.37404 -6.27923 -0.020 -0.016 -0.117 -0.68
C 1.32018 -0.38780 -4.92068 0.237 0.039 0.053 -0.41
C 2.34392 -0.34862 -3.97449 -0.068 -0.056 0.057 -0.65
C 3.65969 -0.30511 -4.42236 0.018 -0.035 0.034 0.02
C 3.94184 -0.29866 -5.77608 0.109 0.022 -0.042 -0.80
C 1.89605 -0.30149 -2.55009 -0.435 -0.442 0.121 0.70
C 1.20379 -1.42559 -2.07995 0.186 0.596 -0.138 0.33
C 1.29688 -2.71460 -2.68164 -0.272 -0.435 0.020 -1.20
C 0.28490 -3.46392 -2.16413 0.357 0.107 -0.343 -1.14
C -0.41447 -2.63067 -1.24327 -0.539 0.155 0.190 -0.07
N 0.19997 -1.40444 -1.13556 0.687 -1.198 -0.388 0.71
C -1.68034 -2.95261 -0.71971 0.400 0.291 -0.214 0.60
C -2.30024 -2.20220 0.27068 0.029 0.070 0.051 0.12
C -3.57970 -2.52784 0.83825 -0.011 0.035 -0.016 -1.26
C -3.91620 -1.50588 1.65633 -0.007 -0.123 -0.040 -1.14
C -2.84848 -0.54368 1.58359 0.029 0.082 0.118 0.13
C -2.90719 0.71047 2.17819 0.257 0.134 -0.197 0.49
C -4.27025 1.26452 2.46498 0.001 -0.027 -0.063 0.09
C -4.68155 1.87529 3.64889 0.017 -0.119 -0.002 -0.28
C -5.84801 2.61343 3.69969 -0.049 0.034 0.148 -0.84
C -6.63246 2.78460 2.56125 0.110 -0.098 -0.065 0.73
O -7.69749 3.61324 2.67674 -0.041 0.006 0.120 -0.47
C -8.39532 3.94866 1.49457 -0.076 0.010 -0.123 -0.74
C -6.29398 2.10186 1.39866 -0.071 -0.023 -0.027 -0.47
C -5.13745 1.33696 1.37133 0.105 0.020 0.152 -0.67
C -1.83320 1.63745 2.15916 -0.173 -0.284 -0.147 0.29
N -0.74560 1.58033 1.30777 -0.118 0.674 1.040 0.61
C -0.13357 2.81644 1.40409 0.164 0.076 -0.344 -0.10
C 0.80299 3.32537 0.47993 -0.374 -0.266 0.151 0.82
C 0.88363 4.80913 0.34448 0.033 0.030 -0.063 -0.35
C 0.33991 5.36236 -0.81464 0.045 -0.041 0.159 -0.56
C 0.14669 6.72865 -0.94001 -0.002 0.109 -0.082 -0.58
C 0.50717 7.57351 0.10294 0.028 -0.137 -0.049 0.76
O 0.28348 8.91158 0.11448 0.073 0.022 0.051 -0.48
C -0.50600 9.44508 -0.92993 -0.065 0.061 -0.067 -0.77
C 1.14626 7.04150 1.22081 0.003 0.084 0.115 -0.85
C 1.32583 5.67767 1.34105 0.086 -0.095 -0.059 -0.29
C 1.39726 2.55214 -0.51265 0.204 0.033 0.029 0.03
C 2.36803 3.06255 -1.43655 -0.047 0.018 0.060 -1.12
C 2.65000 2.06503 -2.30587 -0.058 -0.153 -0.056 -1.53
C 1.88208 0.92724 -1.89665 -0.006 0.225 0.148 0.44
N 1.12847 1.23068 -0.78697 1.269 0.498 -0.270 0.18
C -0.78006 3.60072 2.40077 -0.174 -0.094 0.166 -0.96
C -1.83133 2.87152 2.86652 0.210 0.312 -0.060 -1.27
N -1.84042 -1.01053 0.77505 -0.560 -0.850 0.662 0.23
C -2.53845 -3.80421 -1.60856 0.082 0.050 0.043 -0.69
C -3.03380 -3.13805 -2.73088 0.008 -0.200 0.147 -0.37
C -3.82446 -3.78352 -3.66718 -0.044 -0.013 -0.119 -0.70
C -4.13611 -5.12839 -3.48706 0.045 0.125 0.074 0.97
O -4.90256 -5.85703 -4.33849 0.004 -0.069 0.026 -0.47
C -5.43064 -5.19941 -5.47229 -0.032 0.013 -0.069 -0.83
C -3.65225 -5.79806 -2.36789 -0.034 -0.160 -0.002 -0.67
C -2.86276 -5.14382 -1.43822 0.023 0.014 0.069 0.06
H 2.77206 -0.24236 -9.95580 -0.004 0.001 0.006 0.24
H 1.62762 0.59682 -8.88563 0.012 -0.009 0.013 0.34
H 1.65270 -1.18603 -8.95012 0.009 0.010 0.015 0.33
H 0.77041 -0.39397 -6.98167 0.018 0.004 0.002 0.39
H 0.29275 -0.40176 -4.57922 -0.015 -0.012 -0.013 0.55
H 4.47244 -0.28308 -3.70670 0.001 0.008 0.012 0.55
H 4.96159 -0.26581 -6.13687 0.006 -0.009 0.023 0.43
H 2.03964 -3.00393 -3.40698 -0.032 0.014 -0.041 0.61
H 0.02442 -4.48534 -2.38849 -0.014 0.004 -0.036 0.62
H -4.11678 -3.43996 0.63425 -0.069 0.040 0.000 0.58
H -4.79214 -1.40907 2.27708 -0.016 0.033 -0.043 0.61
H -4.08308 1.76543 4.54452 0.034 0.064 0.000 0.62
H -6.16606 3.08646 4.61968 0.023 0.032 -0.010 0.46
H -9.13313 4.69252 1.78137 0.008 0.006 -0.012 0.25
H -8.90976 3.08524 1.06353 0.015 -0.019 0.050 0.31
H -7.72175 4.37159 0.74286 -0.008 0.008 0.045 0.28
H -6.90665 2.16378 0.50912 0.000 -0.014 0.050 0.42
H -4.88758 0.78915 0.47078 0.066 0.134 -0.081 0.41
H 0.03894 4.70636 -1.62382 -0.084 -0.010 0.016 0.55
H -0.30065 7.11379 -1.84543 -0.021 -0.001 0.036 0.43
H -0.68691 10.48524 -0.67217 0.023 -0.005 -0.005 0.25
H -1.46276 8.92119 -1.00792 0.023 -0.002 0.007 0.30
H 0.01326 9.39938 -1.89138 0.001 -0.019 0.017 0.30
H 1.46793 7.71840 2.00170 0.010 -0.008 -0.003 0.44
H 1.81926 5.27455 2.21724 -0.064 0.019 0.053 0.58
H 2.78356 4.05582 -1.39742 -0.033 0.012 -0.064 0.62
H 3.32459 2.06694 -3.14563 0.008 0.091 0.006 0.53
H -0.48620 4.58944 2.70331 -0.065 0.058 -0.017 0.55
H -2.53337 3.17363 3.62210 -0.072 0.017 -0.049 0.49
H -2.79450 -2.08850 -2.86091 0.017 -0.019 -0.039 0.55
H -4.17951 -3.23529 -4.52855 -0.019 -0.011 0.028 0.42
H -6.02431 -5.94069 -6.00005 0.004 0.006 -0.001 0.24
H -4.63685 -4.83911 -6.13259 -0.001 0.003 0.021 0.33
H -6.07277 -4.36180 -5.18651 0.013 -0.008 0.007 0.33
H -3.90608 -6.84385 -2.25209 0.008 0.005 0.037 0.43
H -2.49330 -5.68272 -0.57442 0.016 -0.008 0.000 0.50
F -5.50691 3.36040 -4.80116 -0.053 0.111 0.008 -0.33
C -4.98245 3.96464 -3.72648 0.096 -0.317 -0.013 0.26
C -4.12101 3.30494 -2.94176 -0.194 0.109 -0.152 -0.09
N -3.54125 3.87705 -1.83838 0.106 0.223 -0.008 0.55
C -2.69830 3.08710 -0.95333 0.040 -0.206 0.056 0.77
C -1.79545 2.10974 -1.71671 -0.160 0.621 -0.559 0.65
O -1.07370 2.47847 -2.61621 -0.234 0.049 0.094 -0.62
O -1.90638 0.86257 -1.31134 -0.489 0.523 -0.611 -0.32
C -3.81915 5.18767 -1.47959 0.090 -0.181 0.041 0.16
O -3.32124 5.73840 -0.52240 -0.043 0.004 -0.034 -0.60
N -4.73340 5.81625 -2.30272 -0.027 0.069 -0.124 0.03
C -5.38115 5.33383 -3.44512 0.102 0.035 0.221 0.21
O -6.16428 6.01496 -4.06165 0.005 -0.055 -0.069 -0.63
H -3.84415 2.28367 -3.16437 0.005 0.002 -0.016 0.61
H -3.31353 2.52407 -0.25751 -0.085 0.000 0.158 -0.86
H -2.07915 3.78364 -0.38702 0.033 -0.036 0.007 -0.13
H -4.94885 6.76905 -2.04842 -0.007 0.030 0.019 0.24
```
Positions in Å, forces in eV/Å.

The calculation puts the energy relative to the best compared isomer or geometry (same formula, charge and spin) at 0.0 kcal/mol. As for the spin multiplicity: 2. For the LUMO energy (alpha / beta), the calculation gives -1.503 / -1.492 eV. Its expectation value of S² is 0.752. The highest occupied orbital energy (alpha / beta) comes out at -7.0 / -7.0 eV.



(3)
ORCA calculation (ωB97M-V/def2-TZVPD) on 2 unconnected molecules or ions with the total composition C30H27N2O9S2 at a distorted geometry.

```
70
Properties=species:S:1:pos:R:3:forces:R:3:mulliken_charge:R:1
C -7.98868 -2.60022 -1.83809 0.434 0.127 0.042 -0.35
C -7.68266 -1.36017 -1.25726 0.031 -0.145 -0.244 -0.52
C -6.45744 -0.74276 -1.52928 0.100 -0.236 -0.178 -0.34
C -5.51011 -1.35690 -2.36207 -0.308 -0.300 0.320 0.57
C -4.23086 -0.66274 -2.73521 0.588 0.216 -0.123 -1.00
O -3.07770 -1.04975 -1.89249 -0.106 -0.273 0.831 -0.22
C -1.88486 -0.96244 -2.49336 2.629 2.414 -2.747 0.62
N -0.68325 -0.86157 -1.74564 -2.587 -3.273 1.033 0.20
N -0.40303 -0.99617 -0.55408 -1.291 0.328 0.394 0.10
C 0.23998 -2.33184 -0.33599 2.181 -0.419 -1.655 0.51
O 0.77119 -2.97713 -1.22517 -1.059 0.700 1.797 -0.52
O 0.17858 -2.63524 0.95926 0.306 -0.400 -0.439 -0.28
C 0.96868 -3.84026 1.30320 -0.435 0.320 -0.126 -0.75
C 0.89470 -4.01720 2.78587 0.038 0.187 0.754 0.77
C 1.99030 -3.67988 3.59167 -0.295 0.008 -0.103 -0.43
C 1.89732 -3.74835 4.98584 0.030 -0.142 -0.179 -0.56
C 0.71036 -4.17324 5.59102 0.127 -0.092 -0.518 -0.39
C -0.37789 -4.53834 4.79230 0.129 -0.010 -0.288 -0.48
C -0.28219 -4.46205 3.39857 0.140 0.086 0.134 -0.36
O -1.71455 -0.94807 -3.70417 -1.042 -0.120 0.793 -0.64
C -5.81533 -2.60529 -2.91352 -0.196 0.002 0.133 -0.29
C -7.03791 -3.23274 -2.65293 -0.033 0.267 0.117 -0.51
H -8.95715 -3.07356 -1.65347 0.365 0.165 -0.028 0.35
H -8.40939 -0.86567 -0.60608 0.262 -0.168 -0.260 0.35
H -6.22409 0.23917 -1.12139 -0.104 -0.186 0.040 0.35
H -3.97337 -0.86301 -3.78141 0.039 0.047 0.331 0.41
H -4.33138 0.41697 -2.58719 0.018 -0.132 -0.102 0.38
H 0.53387 -4.70623 0.78337 0.245 0.365 -0.049 0.37
H 1.99447 -3.64064 0.97421 -0.252 -0.252 -0.053 0.25
H 2.90404 -3.35008 3.08958 -0.217 -0.023 0.353 0.31
H 2.76705 -3.48489 5.59207 -0.325 -0.052 -0.156 0.35
H 0.64631 -4.25671 6.67109 -0.010 0.086 -0.108 0.36
H -1.30302 -4.89665 5.24649 0.265 0.137 -0.090 0.35
H -1.12647 -4.73379 2.76399 0.111 0.054 0.226 0.36
H -5.08324 -3.06983 -3.56978 -0.122 -0.036 0.094 0.38
H -7.25377 -4.21049 -3.09283 0.061 0.373 0.127 0.35
C -0.39938 2.18204 1.34798 1.723 -0.531 -0.169 -0.69
O 0.95142 1.56430 1.19022 -2.250 -0.469 1.858 -0.41
C 1.80221 1.92883 0.25222 2.170 2.519 -2.800 0.09
S 3.28979 2.92786 0.56931 -2.339 -0.955 -0.400 1.20
C 2.85371 4.64513 0.91312 0.428 0.589 0.440 0.01
C 2.69155 5.58398 -0.11075 -0.035 0.080 0.019 -0.22
C 2.35742 6.90752 0.19925 0.123 -0.334 0.045 -0.66
C 2.20222 7.30427 1.52787 0.017 -0.168 0.066 -0.33
C 2.41216 6.38093 2.55373 0.042 -0.156 -0.201 -0.52
C 2.75780 5.06322 2.24735 -0.144 -0.046 -0.126 -0.35
O 3.89374 2.44364 1.79268 0.082 0.151 0.067 -0.76
O 4.04736 2.95615 -0.66572 0.218 -0.008 0.511 -0.62
S 1.33497 2.07817 -1.49011 1.574 0.182 2.991 0.97
C 2.54184 0.85105 -2.06137 0.187 0.402 -0.688 0.06
C 3.46476 1.18708 -3.04852 -0.108 -0.374 -0.020 -0.32
C 4.49341 0.29433 -3.35793 -0.026 -0.301 0.209 -0.62
C 4.58057 -0.93549 -2.68837 -0.111 0.118 -0.095 -0.48
C 3.65908 -1.25517 -1.68116 -0.056 0.361 -0.173 -0.70
C 2.67384 -0.32682 -1.33902 0.087 -0.505 -0.259 -0.13
O -0.02864 1.59877 -1.62999 0.125 0.027 -0.478 -0.55
O 1.70430 3.37761 -2.02844 -0.568 -0.737 -0.724 -0.62
H -0.63695 2.02449 2.40086 -0.117 0.077 -0.094 0.27
H -0.35761 3.24951 1.10628 -0.065 -0.156 -0.100 0.30
H -1.05690 1.60815 0.69580 -0.147 0.324 0.050 0.19
H 2.84640 5.27808 -1.14367 -0.130 -0.013 0.258 0.40
H 2.24179 7.63214 -0.60728 -0.005 -0.172 0.192 0.35
H 1.93669 8.33223 1.76877 0.054 -0.165 -0.066 0.34
H 2.32753 6.67940 3.59869 0.014 -0.007 -0.242 0.35
H 2.98029 4.34722 3.03774 -0.118 0.129 -0.204 0.38
H 3.39970 2.15493 -3.53347 -0.038 -0.092 0.072 0.47
H 5.23915 0.56666 -4.11133 -0.273 -0.134 0.268 0.34
H 5.37154 -1.64860 -2.94646 -0.276 0.312 0.101 0.34
H 3.70936 -2.21412 -1.15513 0.053 0.398 -0.182 0.29
H 2.02640 -0.48975 -0.48032 0.192 0.031 -0.201 0.58
```
Positions in Å, forces in eV/Å.

The calculation puts the energy relative to the best compared isomer or geometry (same formula, charge and spin) at 0.0 kcal/mol. For the LUMO energy, the calculation gives 0.760 eV. Its charge is -1. The highest occupied orbital energy comes out at -3.3 eV.